(1)
Entry from the Open Molecules 2025 dataset: a cluster of 8 separate species, C30H60O14 in total at a distorted geometry (ωB97M-V with the def2-TZVPD basis set).

Structure (ORCA input):
```
! wB97M-V def2-TZVPD RIJCOSX def2/J DEFGRID3
* xyz 0 1
C 4.413 0.555 2.366
C 4.289 0.874 0.828
O 5.528 1.101 0.366
C 5.765 1.241 -0.933
C 7.226 1.703 -1.266
O 4.908 1.270 -1.821
H 3.520 0.364 2.858
H 4.937 1.406 2.829
H 5.084 -0.115 2.584
H 3.623 -0.030 0.407
H 3.761 1.759 0.637
H 7.483 2.333 -2.261
H 7.712 0.833 -1.375
H 7.598 2.004 -0.387
C 4.932 -7.382 1.796
C 3.554 -7.625 1.133
O 2.715 -7.041 2.060
C 1.515 -7.276 2.090
C 0.678 -6.530 3.152
O 0.920 -8.119 1.396
H 5.403 -6.345 1.764
H 5.772 -7.789 1.242
H 4.941 -7.695 2.629
H 3.407 -7.235 0.088
H 3.293 -8.604 0.993
H 1.318 -6.085 3.788
H -0.078 -6.983 3.631
H 0.332 -5.728 2.829
C -6.395 3.828 -4.333
C -5.576 3.772 -2.972
O -4.225 3.795 -3.202
C -3.346 4.035 -2.125
C -1.857 4.150 -2.566
O -3.726 4.120 -0.917
H -7.395 3.647 -4.185
H -6.089 3.048 -5.038
H -6.518 4.739 -4.874
H -5.923 4.638 -2.349
H -5.892 2.803 -2.538
H -1.447 3.390 -2.903
H -1.464 4.639 -1.849
H -1.682 4.867 -3.447
C 1.614 2.524 -1.969
C 1.458 1.066 -2.046
O 0.195 0.840 -2.703
C -0.348 -0.346 -3.098
C -1.674 -0.162 -3.639
O 0.242 -1.391 -2.995
H 1.477 2.925 -2.860
H 2.576 2.525 -1.641
H 0.777 2.921 -1.431
H 2.064 0.628 -2.892
H 1.381 0.638 -1.212
H -2.206 0.477 -2.885
H -1.960 -1.174 -3.701
H -1.787 0.452 -4.585
C 0.476 -2.723 1.140
C 0.956 -1.418 1.102
O -0.210 -0.457 0.974
C -0.037 0.818 1.073
C -1.087 1.644 0.357
O 0.979 1.377 1.487
H -0.353 -3.069 1.928
H 1.287 -3.411 1.319
H -0.240 -2.957 0.348
H 1.349 -1.491 2.059
H 1.719 -1.052 0.344
H -0.920 1.476 -0.845
H -0.842 2.589 0.471
H -2.038 1.567 0.514
C -5.780 -0.384 -3.336
C -5.374 -0.038 -1.898
O -4.377 -0.981 -1.534
C -3.921 -1.030 -0.264
C -3.001 -2.274 -0.002
O -4.405 -0.415 0.727
H -6.571 0.122 -3.801
H -6.114 -1.364 -3.649
H -5.148 -0.188 -4.357
H -5.051 1.036 -2.025
H -6.104 -0.008 -1.125
H -2.065 -2.245 -0.642
H -3.511 -3.318 -0.270
H -2.988 -2.208 1.066
C -2.165 -0.582 3.562
C -2.616 -0.989 4.987
C -1.700 -1.224 6.104
O -3.996 -1.331 5.130
H -1.825 -1.535 3.004
H -1.620 0.095 3.718
H -3.110 -0.259 3.213
H -0.855 -1.893 5.922
H -2.032 -1.756 7.038
H -1.399 -0.329 6.564
C 3.806 4.771 -0.216
C 2.430 4.933 0.293
C 1.995 4.784 1.837
O 1.470 5.233 -0.508
H 4.106 5.790 0.129
H 3.741 4.473 -1.177
H 4.512 3.924 0.167
H 2.748 5.154 2.467
H 1.854 3.613 2.200
H 1.256 5.285 1.948
*
```

The electronic energy comes out at -60731.533 eV. As for the SMILES: CCOC(C)=O.CCOC(C)=O.CCOC(C)=O.CCOC(C)=O.CCOC(C)=O.CCOC(C)=O.CC(C)=O.CC(C)=O. Its HOMO energy is -9.42 eV. Its energy above the lowest of the compared OMol25 structures with the same formula, charge and spin is 362.2 kcal per mole.

---

(2)
Entry from the Open Molecules 2025 dataset: a structure of composition C30H60O60S15 at a distorted geometry (ωB97M-V with the def2-TZVPD basis set).

Structure (ORCA input):
```
! wB97M-V def2-TZVPD RIJCOSX def2/J DEFGRID3
* xyz 0 1
C 1.867 -8.685 -8.836
C 1.180 -7.483 -8.380
O 0.183 -7.881 -7.540
S 0.611 -9.306 -6.750
O -0.502 -10.210 -6.818
O 1.346 -9.084 -5.520
O 1.638 -9.785 -7.957
H 2.895 -8.336 -8.929
H 1.607 -9.018 -9.841
H 0.620 -6.995 -9.178
H 1.644 -6.690 -7.793
C 6.198 -1.545 -5.932
C 7.437 -1.010 -5.204
O 8.145 -2.062 -4.782
S 7.077 -3.226 -4.125
O 6.636 -2.841 -2.776
O 7.581 -4.553 -4.476
O 5.938 -2.728 -5.230
H 6.372 -1.864 -6.960
H 5.254 -1.009 -5.843
H 7.017 -0.475 -4.353
H 8.033 -0.200 -5.624
C -4.061 2.460 -10.043
C -2.556 2.783 -10.096
O -2.336 3.988 -9.411
S -3.777 4.694 -9.056
O -3.836 6.118 -9.443
O -4.174 4.269 -7.734
O -4.555 3.770 -10.196
H -4.312 1.819 -9.198
H -4.467 1.883 -10.874
H -2.376 3.014 -11.145
H -2.009 1.948 -9.658
C 9.295 -5.314 -7.176
C 7.836 -5.511 -7.847
O 8.029 -5.571 -9.212
S 9.507 -4.920 -9.753
O 9.418 -3.658 -10.415
O 10.283 -5.988 -10.393
O 9.979 -4.651 -8.181
H 9.804 -6.263 -7.006
H 9.341 -4.826 -6.203
H 7.204 -4.653 -7.619
H 7.248 -6.358 -7.492
C 1.718 -1.279 -2.411
C 3.007 -0.845 -1.721
O 3.662 -0.192 -2.610
S 2.779 0.436 -3.796
O 3.292 0.212 -5.129
O 2.398 1.816 -3.564
O 1.496 -0.488 -3.495
H 0.831 -1.007 -1.839
H 1.806 -2.335 -2.666
H 3.662 -1.704 -1.574
H 2.772 -0.309 -0.802
C -2.776 -6.621 -13.227
C -2.084 -6.964 -11.936
O -2.917 -6.507 -10.885
S -3.647 -5.008 -11.231
O -2.868 -3.825 -10.698
O -5.088 -4.918 -10.990
O -3.329 -5.265 -12.904
H -3.669 -7.240 -13.315
H -2.113 -6.543 -14.089
H -1.084 -6.537 -11.853
H -1.840 -8.026 -11.920
C -0.455 -9.321 -1.463
C -1.974 -9.591 -1.614
O -2.368 -8.298 -2.044
S -1.274 -7.488 -2.995
O -1.441 -6.085 -2.721
O -1.320 -8.023 -4.406
O -0.013 -8.259 -2.176
H 0.169 -10.187 -1.686
H -0.328 -9.024 -0.422
H -2.369 -9.703 -0.605
H -2.186 -10.384 -2.332
C -4.762 -1.442 0.309
C -3.788 -2.266 1.124
O -2.496 -1.832 0.932
S -2.464 -0.707 -0.192
O -2.525 -1.217 -1.531
O -1.495 0.343 0.192
O -4.004 -0.233 0.112
H -5.605 -1.099 0.910
H -5.074 -1.826 -0.662
H -3.671 -3.218 0.607
H -4.141 -2.497 2.129
C -2.147 -1.152 -13.414
C -0.632 -1.375 -13.429
O -0.233 -1.609 -14.743
S -1.415 -2.238 -15.668
O -1.327 -3.727 -15.642
O -1.511 -1.428 -16.892
O -2.650 -1.724 -14.649
H -2.379 -0.103 -13.595
H -2.701 -1.626 -12.604
H -0.446 -2.306 -12.892
H -0.156 -0.535 -12.923
C 3.102 -4.302 -11.447
C 3.677 -4.570 -12.890
O 4.735 -5.384 -12.582
S 4.240 -6.653 -11.722
O 5.219 -7.256 -10.814
O 3.532 -7.591 -12.564
O 3.151 -5.700 -10.944
H 2.120 -3.841 -11.555
H 3.760 -3.680 -10.839
H 3.999 -3.561 -13.147
H 2.967 -4.852 -13.667
C -2.938 -5.562 -6.057
C -4.086 -5.196 -5.086
O -5.291 -4.712 -5.722
S -4.913 -4.660 -7.361
O -4.475 -3.371 -7.833
O -6.044 -5.300 -8.047
O -3.576 -5.734 -7.274
H -2.357 -6.470 -5.891
H -2.303 -4.677 -6.088
H -3.798 -4.539 -4.266
H -4.306 -6.116 -4.544
C 2.929 -7.564 -3.288
C 3.661 -7.167 -1.951
O 4.229 -5.974 -2.313
S 3.025 -5.071 -3.063
O 3.464 -4.042 -3.968
O 1.980 -4.731 -2.055
O 2.501 -6.389 -3.935
H 2.047 -8.193 -3.160
H 3.526 -8.286 -3.845
H 4.450 -7.862 -1.666
H 3.078 -6.971 -1.051
C -3.239 -0.584 -5.656
C -3.617 0.071 -7.012
O -2.754 1.224 -7.112
S -1.983 1.570 -5.602
O -2.949 2.170 -4.666
O -0.652 2.165 -5.649
O -1.980 -0.087 -5.347
H -3.037 -1.639 -5.838
H -4.069 -0.320 -5.000
H -4.650 0.414 -7.058
H -3.420 -0.598 -7.850
C 0.596 1.503 -8.635
C 0.924 1.303 -10.083
O 2.170 1.905 -10.013
S 3.117 1.346 -8.820
O 4.076 2.385 -8.393
O 3.621 -0.063 -8.985
O 1.715 1.304 -7.912
H -0.074 0.698 -8.333
H 0.119 2.444 -8.363
H 0.282 1.839 -10.782
H 1.058 0.277 -10.424
C 0.707 -2.975 -5.633
C 1.916 -2.764 -6.574
O 1.472 -2.285 -7.838
S -0.097 -2.763 -8.098
O -0.147 -3.867 -9.061
O -0.858 -1.570 -8.417
O -0.292 -3.274 -6.478
H 0.513 -2.123 -4.982
H 0.926 -3.695 -4.844
H 2.413 -3.698 -6.836
H 2.708 -2.085 -6.257
*
```

The electronic energy comes out at -317435.576 eV. Its HOMO energy is -10.95 eV. Its energy above the lowest of the compared OMol25 structures with the same formula, charge and spin is 36.8 kcal per mole.

---

(3)
Entry from the Open Molecules 2025 dataset: a cluster of 3 separate species, C30H61BCl2FIN5O5S2 in total at a distorted geometry (ωB97M-V with the def2-TZVPD basis set).

Structure (ORCA input):
```
! wB97M-V def2-TZVPD RIJCOSX def2/J DEFGRID3
* xyz 1 1
C 0.302 -2.242 5.765
C 0.105 -3.009 4.449
Cl -0.174 -4.716 4.863
C 1.312 -2.757 3.499
Cl 2.200 -4.222 3.019
N 1.001 -1.963 2.312
C -0.228 -1.456 1.997
N -1.179 -2.194 1.499
S -2.708 -1.545 0.984
B -1.037 -3.696 1.112
N -0.455 -4.008 -0.130
O -1.457 -4.642 1.971
N -0.272 -0.056 2.062
C -0.354 0.362 3.488
C -1.135 1.678 3.768
C -1.785 2.395 2.577
C -3.247 1.988 2.479
O -3.921 2.508 1.324
C -3.666 1.796 0.193
O -4.283 0.828 -0.113
C 0.996 0.247 1.299
S 1.500 1.915 1.869
C 0.518 0.316 -0.186
C 0.582 1.670 -0.887
O -0.378 2.335 -1.047
I 2.422 2.382 -1.740
C 2.000 -1.019 1.671
C 3.159 -0.561 2.571
C 4.191 -1.544 3.127
F 4.793 -2.290 2.133
C 2.507 -1.796 0.443
C 3.373 -1.056 -0.586
O 2.733 -1.252 -1.834
C 4.826 -1.544 -0.665
N 5.411 -1.074 -1.926
H -0.658 -1.970 6.203
H 0.875 -1.324 5.613
H 0.850 -2.860 6.474
H -0.828 -2.701 3.985
H 2.014 -2.175 4.083
H -3.232 -1.417 2.213
H -0.986 -4.621 -0.736
H -0.106 -3.234 -0.678
H -2.189 -4.437 2.562
H 0.649 0.451 3.911
H -0.836 -0.454 4.032
H -0.461 2.359 4.286
H -1.929 1.434 4.479
H -1.271 2.207 1.635
H -1.747 3.475 2.732
H -3.806 2.369 3.332
H -3.340 0.898 2.473
H -2.829 2.188 -0.405
H 2.736 1.903 1.361
H -0.562 0.147 -0.172
H 0.972 -0.429 -0.836
H 2.758 -0.040 3.446
H 3.714 0.166 1.978
H 3.802 -2.237 3.870
H 4.971 -0.954 3.613
H 3.001 -2.697 0.807
H 1.628 -2.137 -0.103
H 3.426 0.012 -0.335
H 3.114 -0.622 -2.461
H 4.854 -2.631 -0.582
H 5.381 -1.128 0.177
H 6.134 -0.389 -1.756
H 5.840 -1.829 -2.442
C -8.077 -4.789 -0.598
C -8.521 -3.399 -1.041
C -7.365 -2.492 -1.457
C -6.349 -2.199 -0.352
C -6.938 -1.563 0.908
C -7.579 -0.201 0.660
H -7.436 -4.747 0.285
H -8.935 -5.414 -0.347
H -7.520 -5.291 -1.392
H -9.098 -2.927 -0.241
H -9.205 -3.496 -1.887
H -7.769 -1.551 -1.838
H -6.838 -2.953 -2.299
H -5.580 -1.531 -0.755
H -5.835 -3.126 -0.076
H -6.134 -1.446 1.643
H -7.667 -2.238 1.364
H -6.850 0.488 0.232
H -7.943 0.233 1.593
H -8.427 -0.267 -0.022
C 5.033 5.246 -3.006
C 4.061 5.076 -4.169
C 4.474 3.981 -5.152
C 5.814 4.216 -5.851
C 5.906 5.526 -6.632
C 4.893 5.630 -7.768
H 6.024 5.551 -3.344
H 4.677 6.005 -2.308
H 5.146 4.309 -2.451
H 3.945 6.029 -4.690
H 3.072 4.829 -3.773
H 3.686 3.861 -5.900
H 4.526 3.025 -4.617
H 5.998 3.382 -6.535
H 6.623 4.184 -5.115
H 6.914 5.612 -7.044
H 5.784 6.377 -5.955
H 5.012 4.804 -8.472
H 5.020 6.560 -8.322
H 3.866 5.609 -7.399
*
```

The electronic energy comes out at -107992.440 eV. Its HOMO energy is -11.85 eV.

---

Question: The lowest electronic energy belongs to which entry?
Answer: C30H60O60S15

---

Question: The highest electronic energy belongs to which entry?
Answer: C30H60O14